No. 1
Entry from OMol25: a molecular structure, C30H44BrIrN9O2 (the ωB97M-V functional and the def2-TZVPD basis).

Computed properties:
Orbital gap (spin up / spin down)   0.28588 / 0.23171 hartree
Net charge   +2
LUMO (spin up / spin down)   -0.18908 / -0.24368 Eh
HOMO energy (spin up / spin down)   -12.9 / -12.9 eV
Multiplicity   2

Each line ends with the Mulliken charge.
Element x y z (Å)
Ir 0.58724 -1.05682 0.08107  1.042
C -1.79367 -4.10576 0.33766  -1.104
O -1.70050 -2.68321 0.27009  0.158
C -2.84806 -1.95512 0.35549  0.318
C -4.10687 -2.49422 0.54409  -0.521
C -5.21318 -1.65210 0.61769  -0.663
Br -6.91790 -2.40330 0.88333  -0.151
C -5.07594 -0.28771 0.49556  -1.207
C -3.80732 0.26391 0.30174  0.811
C -2.68726 -0.56671 0.24000  -0.454
O -1.44540 -0.03991 0.03848  -0.127
C -3.60120 1.70001 0.12957  0.274
N -2.40407 2.20927 -0.09900  -0.039
C -2.57468 3.58265 -0.22517  0.555
C -1.65628 4.60132 -0.47091  -0.439
C -2.14002 5.89116 -0.53728  -0.675
C -3.50500 6.17392 -0.36667  -0.540
C -4.42541 5.17490 -0.12587  -1.113
C -3.92963 3.87834 -0.05902  -0.038
N -4.55201 2.65858 0.16454  -0.043
H -2.39393 -4.49409 -0.48641  0.353
H -2.21915 -4.42212 1.29093  0.400
H -0.77316 -4.46957 0.25561  0.115
H -4.24664 -3.56134 0.63153  0.605
H -5.95459 0.33974 0.54733  0.515
H -1.58561 1.02410 -0.10217  0.334
H -0.60401 4.39068 -0.60710  0.460
H -1.45682 6.70771 -0.72623  0.436
H -3.84131 7.19958 -0.42661  0.406
H -5.47645 5.39400 0.00355  0.430
H -5.53492 2.51594 0.32244  0.225
C -0.82584 -0.81986 3.15697  -0.825
N 0.57179 -0.62713 3.50762  0.141
C 0.92902 -0.50171 4.92358  -0.613
C 2.38439 -0.05483 4.86294  -0.710
N 2.51653 0.44330 3.48652  0.067
C 3.86814 0.63559 2.96430  -0.994
C 1.46957 0.01991 2.74919  -0.171
N 1.30357 0.25771 1.44034  0.416
C 2.01192 1.37973 0.80903  -1.189
C 1.20041 1.75780 -0.41050  0.046
N 0.95441 0.53154 -1.17619  0.490
C 0.94921 0.50777 -2.49803  -0.299
N 0.27672 -0.39860 -3.24883  0.333
C -0.90473 -1.14211 -2.84945  -0.974
C 0.32646 -0.00349 -4.65923  -0.601
C 1.51861 0.93264 -4.69938  -0.731
N 1.64532 1.35404 -3.29816  0.059
C 2.90112 1.99674 -2.93045  -1.027
H -1.31414 -1.30120 4.00109  0.459
H -0.92215 -1.47254 2.29415  -0.091
H -1.32052 0.13300 2.95219  0.342
H 0.79583 -1.44805 5.44335  0.392
H 0.28967 0.25008 5.39305  0.347
H 3.07405 -0.88858 5.01267  0.414
H 2.61766 0.72724 5.58182  0.367
H 4.56127 0.52296 3.79376  0.486
H 4.00766 1.63101 2.55085  0.315
H 4.10791 -0.11607 2.21249  0.198
H 3.02094 1.09965 0.49251  0.205
H 2.07667 2.21968 1.50187  0.780
H 1.72069 2.51849 -0.98158  0.685
H 0.24200 2.17783 -0.09369  -0.781
H -0.72140 -1.76871 -1.97701  0.060
H -1.16022 -1.80862 -3.67113  0.482
H -1.75481 -0.48528 -2.64737  0.311
H -0.60234 0.50563 -4.93253  0.331
H 0.44651 -0.87617 -5.29806  0.358
H 1.36943 1.79096 -5.35068  0.356
H 2.42964 0.41124 -5.00458  0.449
H 3.53993 2.00885 -3.81072  0.473
H 3.41631 1.43878 -2.14599  0.308
H 2.76257 3.03091 -2.61826  0.310
C 2.39603 -4.59730 -0.81829  -1.744
C 2.68809 -3.13774 -0.47635  1.577
C 3.66747 -3.02750 0.69357  -1.395
C 3.19819 -2.36737 -1.69403  -1.590
N 1.43571 -2.53390 -0.04068  0.572
H 3.31699 -5.09263 -1.12460  0.435
H 1.68021 -4.66772 -1.63800  0.392
H 1.99580 -5.12517 0.04745  0.378
H 4.60787 -3.51317 0.43420  0.458
H 3.26342 -3.50619 1.58580  0.380
H 3.86930 -1.97672 0.90801  0.131
H 4.12938 -2.81241 -2.04488  0.543
H 3.38634 -1.32326 -1.43366  0.255
H 2.46915 -2.40282 -2.50527  0.310

=====

No. 2
Entry from OMol25: 7 unconnected molecules or ions with the total composition C24H64F3N5O8 (the ωB97M-V functional and the def2-TZVPD basis).

Computed properties:
Orbital gap   0.33924 hartree
Net charge   0
LUMO   0.02437 Eh
HOMO energy   -8.6 eV

Each line ends with the Mulliken charge.
Element x y z (Å)
O -25.62498 5.98417 -5.83125  0.596
H -24.99830 6.79008 -5.78685  0.469
H -25.23792 5.16270 -6.24507  0.388
H -26.51544 6.17640 -6.26370  -0.018
C -29.05760 6.68713 -7.37404  -0.761
O -29.87377 5.94308 -6.47397  -0.117
O -27.77059 6.35360 -7.21743  0.303
C -29.62918 6.59775 -8.82359  0.842
F -29.02100 7.54131 -9.55735  -0.282
F -29.37740 5.40292 -9.41270  -0.298
F -30.93662 6.77546 -8.96785  -0.306
C -31.05327 6.62047 -6.02114  -0.123
C -31.79479 5.68418 -5.09971  -1.409
H -32.18092 4.84005 -5.66862  0.323
H -31.37264 5.46681 -4.12006  0.285
H -32.69424 6.23287 -4.78352  0.465
H -31.65568 6.83303 -6.90134  0.318
H -30.87123 7.55735 -5.48224  0.196
H -29.14791 7.75569 -7.12600  -0.018
C -25.78171 12.79924 -4.44663  -1.361
C -27.00718 12.50528 -5.25611  0.892
C -27.76992 11.29875 -4.73207  -0.842
O -26.95418 10.13944 -4.85564  -0.177
C -27.56646 8.93471 -4.42128  -0.220
N -27.93168 13.64300 -5.09051  -0.731
H -25.95038 12.79813 -3.36000  0.380
H -25.35354 13.77256 -4.67851  0.397
H -25.07753 11.96440 -4.48882  0.179
H -26.62617 12.29275 -6.25724  -0.035
H -28.69913 11.12100 -5.28817  0.419
H -28.01587 11.41209 -3.66884  0.299
H -26.94391 8.10486 -4.73388  -0.232
H -28.53939 8.93547 -4.93209  0.122
H -27.81568 8.95085 -3.35486  0.357
H -27.99503 13.86504 -4.10392  0.296
H -28.88599 13.46949 -5.38172  0.271
C -22.73680 7.46429 -4.13718  -1.532
C -22.92177 8.45042 -5.28884  0.594
C -21.90089 8.24501 -6.40851  -0.102
O -20.62832 8.40053 -5.81658  -0.421
C -19.60315 7.97691 -6.70524  -0.794
N -24.29273 8.32960 -5.80033  -0.038
H -22.30714 6.52214 -4.49115  0.222
H -23.69019 7.24774 -3.65800  0.395
H -22.00699 7.86032 -3.43164  0.422
H -22.85840 9.44391 -4.83063  0.267
H -22.06704 8.95445 -7.22735  0.467
H -22.09447 7.27884 -6.89741  -0.171
H -19.49668 6.89457 -6.56570  0.304
H -18.69452 8.47324 -6.36336  0.292
H -19.68165 8.13999 -7.78348  0.309
H -24.91849 8.92426 -5.25918  -0.058
H -24.41874 8.72406 -6.74062  -0.302
C -27.28104 1.09067 -6.83363  -1.565
C -27.62270 2.49721 -6.25056  0.218
C -27.07583 2.68764 -4.81961  -0.765
O -27.08177 4.04301 -4.40671  -0.292
C -28.37031 4.52955 -4.09467  -0.489
N -27.04020 3.49442 -7.17335  0.164
H -27.93870 0.33198 -6.40480  0.417
H -26.24874 0.86033 -6.57452  0.268
H -27.47418 1.07046 -7.90428  0.420
H -28.70455 2.66299 -6.19474  0.486
H -26.11426 2.18233 -4.74154  0.460
H -27.80021 2.17580 -4.17564  0.414
H -28.33374 5.61095 -4.24070  -0.017
H -28.70401 4.37841 -3.06324  0.359
H -29.11873 4.17089 -4.80161  0.232
H -27.30060 3.16705 -8.09715  0.266
H -27.54740 4.37069 -7.03069  -0.759
C -23.78670 7.14158 -10.43615  -1.482
C -24.67081 7.08933 -9.17273  2.074
C -25.28921 8.47615 -8.93837  -0.811
O -24.33074 9.41912 -8.52545  -0.367
C -24.87266 10.66675 -8.19148  -0.928
N -25.72818 6.06704 -9.31205  -0.547
H -22.78240 6.84401 -10.12051  0.200
H -23.52267 8.15328 -10.76084  0.314
H -24.10944 6.57730 -11.30762  0.428
H -24.08969 6.73121 -8.31999  -0.987
H -25.99010 8.26401 -8.11622  0.155
H -25.80140 8.75741 -9.86337  0.655
H -24.04886 11.30803 -7.86886  0.360
H -25.68110 10.60096 -7.45667  0.203
H -25.23272 11.22468 -9.06738  0.423
H -26.19574 6.29690 -10.18626  0.421
H -26.44066 6.19291 -8.57418  -0.208
C -22.94946 1.88848 -7.16048  -1.542
C -22.75638 3.42194 -7.26658  0.592
C -22.04280 3.92727 -8.50958  -0.632
O -20.75675 3.34844 -8.56292  -0.381
C -20.26835 3.23000 -9.89094  -0.760
N -24.12149 3.95890 -7.23175  -0.383
H -23.74376 1.57240 -7.84072  0.361
H -23.18273 1.57746 -6.14414  0.331
H -22.10324 1.29991 -7.53082  0.373
H -22.18460 3.76241 -6.39684  0.130
H -21.93537 5.01038 -8.40110  0.066
H -22.67148 3.64983 -9.36360  0.555
H -20.86285 2.46395 -10.39616  0.315
H -19.22614 2.92526 -9.82036  0.276
H -20.31734 4.18638 -10.41948  0.288
H -24.83876 3.27771 -7.01315  -0.078
H -24.44494 4.33021 -8.12744  0.050

=====

No. 3
Entry from OMol25: a molecular structure, C33H66O33 (the ωB97M-V functional and the def2-TZVPD basis).

Computed properties:
Orbital gap   0.31274 hartree
Net charge   0
LUMO   0.01531 Eh
HOMO energy   -8.1 eV

Each line ends with the Mulliken charge.
Element x y z (Å)
C 14.19718 4.70145 24.52403  -0.260
O 14.04698 5.67083 23.53190  1.404
C 14.36492 7.01756 23.92552  -0.617
O 14.56585 7.34540 25.08025  1.256
O 14.36482 7.92994 22.92608  -0.490
C 14.81719 9.25088 23.16067  -0.796
H 15.22371 4.60852 24.87857  -0.871
H 13.96472 3.69469 24.17691  0.746
H 13.57305 5.02109 25.35855  -0.482
H 14.63599 9.89285 22.29862  0.517
H 15.80920 9.36942 23.59652  0.015
H 14.16199 9.63065 23.94462  0.099
C 13.42160 6.23919 18.10137  -0.775
O 13.93030 6.60672 19.38665  -0.240
C 14.79454 5.69916 20.01196  0.635
O 15.05395 4.55639 19.61335  -0.588
O 15.18416 6.22235 21.15720  -0.159
C 15.95249 5.45094 22.05963  -0.397
H 12.61288 5.50887 18.12809  0.271
H 14.18686 6.09021 17.33961  0.301
H 12.94111 7.20086 17.92130  0.280
H 16.94152 5.09959 21.76557  0.917
H 15.35062 4.61274 22.41072  -0.254
H 16.15309 6.05085 22.94730  -0.548
C 14.19192 10.93364 25.12888  -1.044
O 12.87745 11.33886 25.59319  -0.854
C 12.39431 10.92456 26.73438  0.593
O 12.92909 10.07097 27.38803  -0.622
O 11.16147 11.58704 26.95328  -0.458
C 10.33258 11.05062 27.88982  -0.530
H 14.84452 11.77601 25.35826  1.745
H 14.24140 10.73326 24.05860  0.662
H 14.59225 10.05461 25.63401  -0.297
H 9.49319 10.66337 27.31226  0.084
H 9.97684 11.82367 28.57096  0.290
H 10.79868 10.31971 28.55059  0.293
C 19.35341 2.84904 23.76237  -0.743
O 19.03026 4.13259 24.30314  -0.424
C 17.80600 4.54206 24.67505  0.062
O 16.77019 3.89923 24.65367  -0.148
O 18.01010 5.76243 25.18142  -0.440
C 16.80498 6.38610 25.66199  -0.295
H 20.44304 2.87741 23.75925  0.301
H 18.99000 2.66565 22.75122  0.279
H 18.96318 2.06757 24.41439  0.285
H 16.58375 6.10124 26.69059  0.859
H 15.97978 6.32996 24.95206  -0.551
H 16.99840 7.45483 25.75417  -1.583
C 19.38588 7.96368 24.64600  -0.748
O 18.31253 7.80259 23.74100  -0.159
C 18.03423 8.62943 22.72714  0.569
O 18.75638 9.54547 22.35051  -0.638
O 16.81934 8.23229 22.27579  0.606
C 16.26573 8.75743 21.03413  -0.561
H 19.21629 7.45813 25.59667  0.245
H 19.52105 9.00320 24.94473  0.167
H 20.26610 7.48196 24.22028  0.450
H 15.79122 7.91804 20.52582  0.008
H 17.03517 9.17234 20.38305  0.515
H 15.48031 9.50947 21.10943  0.251
C 17.30334 12.88620 27.79772  -0.821
O 17.51865 11.74479 26.87236  -0.227
C 16.76148 10.68419 26.97402  0.591
O 16.03621 10.35578 27.89720  -0.611
O 16.97803 9.99953 25.86768  0.433
C 16.54731 8.70329 25.71522  0.685
H 17.57121 12.70108 28.83795  0.299
H 16.26195 13.15653 27.97243  0.330
H 17.90793 13.71930 27.43922  0.326
H 15.57324 8.72791 25.22664  -0.071
H 16.35595 8.14367 26.63081  0.887
H 17.20133 8.06670 25.11930  -0.275
C 15.20227 2.44072 24.28181  0.796
O 15.01132 1.23168 24.99226  -0.180
C 15.02761 0.00245 24.34963  0.403
O 15.26251 -0.15547 23.13881  -0.567
O 14.72133 -0.92135 25.30878  -0.353
C 14.72209 -2.27648 24.93989  -0.756
H 15.25768 3.25542 25.00385  -0.167
H 14.34102 2.55794 23.62409  -0.218
H 16.14363 2.47391 23.73331  0.343
H 13.90137 -2.57676 24.28846  0.300
H 14.83400 -2.92371 25.80975  0.286
H 15.59788 -2.52272 24.33951  0.323
C 15.72765 1.88205 27.34667  -0.605
O 14.94270 2.79787 28.07448  -0.448
C 14.37140 3.83001 27.40228  0.682
O 14.52644 3.97964 26.20453  -0.196
O 13.67264 4.62579 28.18878  -0.422
C 13.16348 5.88581 27.70395  -0.355
H 16.71518 2.22288 27.03569  0.147
H 15.21575 1.47206 26.47606  0.369
H 15.88275 1.04555 28.02807  0.408
H 12.53132 6.38682 28.43707  0.419
H 12.63170 5.80370 26.75602  1.340
H 14.01896 6.50093 27.42490  0.069
C 15.00279 0.19415 21.03012  -0.706
O 14.49997 1.52830 20.93275  -0.229
C 13.53417 2.04897 21.74860  0.884
O 12.86420 1.46090 22.60500  -0.617
O 13.52327 3.41686 21.53907  -0.110
C 12.59790 4.31810 22.15320  -0.394
H 14.53164 -0.43527 21.78507  0.334
H 16.07090 0.19180 21.24750  0.221
H 14.85638 -0.30590 20.07272  0.310
H 12.72354 4.28226 23.23535  0.122
H 11.53698 4.20500 21.93015  0.485
H 12.79808 5.36490 21.92466  0.083
C 8.62112 8.93131 24.87036  -0.853
O 10.04222 8.77343 24.91794  -0.192
C 10.60066 8.09876 25.89926  0.702
O 9.98832 7.38374 26.69948  -0.688
O 11.90556 8.28295 25.78579  0.022
C 12.92456 7.48970 26.41421  -0.995
H 8.01530 8.23136 25.44581  0.361
H 8.16908 9.05305 23.88601  0.259
H 8.53998 9.90771 25.34800  0.269
H 13.11203 7.95887 27.38004  0.615
H 13.78419 7.49452 25.74404  -0.372
H 12.63540 6.48122 26.70993  -0.987
C 14.09804 12.82000 23.50970  -0.533
O 15.58006 12.80567 23.25621  -0.465
C 16.29428 11.73640 23.61485  0.383
O 15.76717 10.72854 24.00357  0.821
O 17.64118 11.97073 23.49656  -0.435
C 18.53564 11.06586 24.14810  -1.360
H 13.84749 12.68980 24.56249  0.316
H 13.55838 12.08283 22.91517  0.188
H 13.78315 13.85200 23.35500  0.429
H 18.53577 11.49482 25.15016  0.653
H 19.43946 11.30802 23.58901  0.250
H 18.30184 10.00145 24.16958  -0.066

=====

No. 4
Entry from OMol25: a gas-phase ion, C7H13BN3O3 (charge +1) (the ωB97M-V functional and the def2-TZVPD basis).

Computed properties:
Orbital gap   0.32639 hartree
Net charge   +1
SMILES string   COC(=O)c1[nH+]c(NB(C)O)cn1C
LUMO   -0.14630 Eh
HOMO energy   -12.9 eV

Each line ends with the Mulliken charge.
Element x y z (Å)
C -1.45427 -2.24107 -4.05973  -0.723
O -0.96586 -1.55480 -2.95185  -0.317
C -1.63564 -1.85738 -1.76818  0.567
O -2.54940 -2.59610 -1.56208  -0.486
C -1.03329 -0.95440 -0.70781  0.141
N 0.10407 -0.27285 -0.82762  -0.020
C 0.29953 0.46445 0.30418  0.086
N 1.58292 1.29603 0.40034  -0.409
B 1.98255 1.68406 1.84779  0.284
C 3.50408 2.09312 2.14496  -1.013
O 1.01804 1.70844 2.76488  -0.493
C -0.77750 0.24623 1.17930  -0.357
N -1.59162 -0.60981 0.48954  0.178
C -2.83409 -1.09084 0.97337  -0.815
H -1.63525 -1.65683 -5.00488  0.271
H -2.33033 -2.72833 -3.78559  0.361
H -0.81374 -3.00028 -4.60440  0.275
H 0.45783 -0.15999 -1.72545  0.278
H 2.29923 0.96488 -0.24535  0.295
H 3.84798 1.69090 3.11204  0.334
H 3.63213 3.14986 2.14660  0.359
H 4.13457 1.62592 1.45181  0.336
H 1.32148 2.08105 3.52617  0.307
H -0.98965 0.63563 2.15403  0.573
H -3.49854 -1.32600 0.11778  0.339
H -2.75406 -1.95030 1.58206  0.345
H -3.28128 -0.29471 1.68087  0.301

=====

Number 1: energy -122198.041 eV. Number 2: energy -57905.626 eV. Number 3: energy -102819.641 eV. Number 4: energy -18754.389 eV.